12 unconnected molecules or ions with the total composition C4H30N2O13 at a distorted geometry, computed with wB97M-V/def2-TZVPD.

Geometry as XYZ:
```
49
Properties=species:S:1:pos:R:3:lowdin_charge:R:1
C -0.9448 -1.6565 0.4343 -0.28
N 0.2593 -1.3362 1.0037 -0.05
C 1.3249 -2.2445 1.4774 -0.03
C 0.7583 0.0067 0.8306 -0.08
C 0.9570 0.3391 -0.6499 -0.43
N -0.0108 1.0431 -1.3410 0.13
O 2.0566 0.2441 -1.2038 0.01
O -1.7254 -0.7318 0.1905 -0.03
H -1.2836 -2.6975 0.3845 0.10
H 1.4573 -3.1763 0.9597 0.05
H 1.2604 -2.4982 2.5430 0.10
H 2.2947 -1.7518 1.2893 0.07
H 0.2346 0.8901 1.1880 0.09
H 1.7771 0.0070 1.2079 0.12
H -0.8696 1.0478 -0.7994 0.07
H -0.3295 0.9877 -2.2946 0.08
H -2.8442 -2.1649 2.8457 0.06
H -3.2310 -1.6229 1.5902 0.03
O -2.7743 -2.4260 1.9071 -0.06
H 0.3733 2.3676 2.7303 -0.02
H 1.8213 2.8234 3.3072 0.04
O 1.2976 2.4528 2.6001 -0.03
H -2.3971 1.4142 -3.1611 0.07
H -3.1589 1.2425 -1.9538 0.05
O -2.3534 0.9049 -2.3333 -0.04
H 1.0422 3.7872 -2.5632 0.05
H 0.9834 2.9241 -1.3302 0.02
O 0.8782 3.8600 -1.6142 -0.07
H -0.7933 4.5099 -0.3619 0.05
H 0.3028 4.5295 0.6859 0.03
O -0.6004 4.7759 0.5560 -0.04
H 1.6362 -3.0083 -2.4235 0.03
H 2.2043 -3.2776 -1.0427 0.01
O 1.7032 -3.7050 -1.7541 -0.05
H -1.6894 3.0875 2.5885 0.07
H -1.1669 3.3223 1.2332 -0.02
O -1.4673 2.5892 1.7839 -0.06
H -2.9014 0.7655 1.5400 -0.04
H -3.9038 1.5417 0.7927 0.03
O -3.8185 0.8192 1.4228 -0.04
H 4.4118 -1.7581 -1.1648 0.05
H 3.4141 -0.7514 -0.6322 0.00
O 3.6693 -1.6783 -0.5580 -0.07
H 0.1171 -4.0107 -0.8183 0.03
H 0.1217 -4.8689 0.5346 0.03
O -0.3695 -4.2837 -0.0118 -0.08
H 0.2280 -1.1699 -2.7200 0.03
H 1.2191 -0.2901 -3.4211 0.03
O 0.8294 -1.1745 -3.4743 -0.05
```

Computed properties:
HOMO level: -0.33596 Eh
Gap between HOMO and LUMO: 9.1 eV
SMILES: CN(C=O)CC(N)=O.O.O.O.O.O.O.O.O.O.O.O



A molecular structure, C47H37AlCl2N2O2S at a distorted geometry, computed with wB97M-V/def2-TZVPD.

Geometry as XYZ:
```
92
Properties=species:S:1:pos:R:3:lowdin_charge:R:1
Al 0.2972 0.1302 -0.3111 0.09
O -0.1107 1.3041 -1.4776 -0.07
C -1.3159 1.9384 -1.7208 -0.41
C -2.2924 1.5966 -0.5516 -0.03
C -1.6581 2.0595 0.7014 -0.21
C -1.9919 3.2479 1.3384 0.01
C -1.2751 3.6297 2.4591 -0.02
C -0.2719 2.7977 2.9260 0.01
C -0.0174 1.6023 2.2623 -0.23
C 0.9630 0.6071 2.7672 -0.06
C 2.1872 0.5128 1.8243 -0.42
O 1.7336 0.1372 0.5752 -0.11
C 2.8421 1.8891 1.8472 -0.15
C 2.7615 2.7531 0.7694 -0.02
C 3.2962 4.0272 0.8515 -0.07
C 3.9126 4.4443 2.0171 -0.09
C 3.9976 3.5839 3.0990 -0.08
C 3.4651 2.3117 3.0163 -0.03
C 3.1890 -0.5270 2.3158 -0.14
C 2.9288 -1.4063 3.3576 -0.02
C 3.8871 -2.3166 3.7700 -0.08
C 5.1175 -2.3716 3.1416 -0.09
C 5.3763 -1.5181 2.0813 -0.07
C 4.4204 -0.6053 1.6729 -0.02
N -0.6849 1.2709 1.1554 0.17
C -1.1486 3.4543 -1.7615 -0.17
C -2.2483 4.2905 -1.9251 -0.04
C -2.0876 5.6647 -1.9312 -0.08
C -0.8280 6.2227 -1.7773 -0.09
C 0.2693 5.3968 -1.6126 -0.07
C 0.1051 4.0237 -1.6044 -0.01
C -1.8872 1.4392 -3.0440 -0.13
C -2.7455 0.3498 -3.1235 -0.04
C -3.2332 -0.0775 -4.3455 -0.08
C -2.8692 0.5735 -5.5103 -0.09
C -1.9906 1.6411 -5.4440 -0.08
C -1.4928 2.0606 -4.2234 -0.01
H -2.3498 0.5086 -0.5132 0.11
H -3.2732 2.0396 -0.7095 0.14
H -2.7873 3.8614 0.9449 0.12
H -1.4989 4.5600 2.9592 0.11
H 0.3149 3.0635 3.7906 0.12
H 0.4908 -0.3698 2.7189 0.10
H 1.2674 0.8378 3.7864 0.13
H 2.2689 2.4159 -0.1316 0.08
H 3.2329 4.6953 0.0053 0.10
H 4.3222 5.4413 2.0888 0.10
H 4.4778 3.9079 4.0113 0.10
H 3.5246 1.6376 3.8605 0.12
H 1.9779 -1.3940 3.8660 0.11
H 3.6694 -2.9818 4.5933 0.10
H 5.8650 -3.0805 3.4680 0.10
H 6.3323 -1.5569 1.5772 0.10
H 4.6268 0.0598 0.8460 0.12
H -3.2341 3.8681 -2.0660 0.12
H -2.9490 6.3070 -2.0591 0.10
H -0.7042 7.2963 -1.7939 0.10
H 1.2569 5.8188 -1.4951 0.10
H 0.9556 3.3721 -1.4935 0.10
H -3.0529 -0.1840 -2.2382 0.11
H -3.9068 -0.9216 -4.3796 0.10
H -3.2733 0.2556 -6.4607 0.10
H -1.6936 2.1558 -6.3461 0.10
H -0.8033 2.8916 -4.1797 0.12
S -1.4304 -4.0005 1.8894 1.12
C -1.5406 -3.0346 3.3236 -0.46
C -1.6330 -3.4672 4.6337 -0.10
C -1.7324 -2.5114 5.6235 -0.09
C -1.7820 -1.1559 5.3059 -0.08
C -1.7083 -0.7187 4.0015 -0.02
C -1.5539 -1.6619 2.9855 -0.31
N -1.4273 -1.4179 1.6485 0.12
C -1.3781 -2.4996 0.9572 -0.51
C -1.2756 -2.5449 -0.4781 -0.25
C -1.9314 -3.5542 -1.1839 -0.06
C -1.8265 -3.6188 -2.5565 -0.08
C -1.0554 -2.6777 -3.2188 -0.08
C -0.4501 -1.6576 -2.5075 -0.15
C -0.5235 -1.5493 -1.1179 -0.09
H -1.6250 -4.5212 4.8632 0.11
H -1.7897 -2.8171 6.6553 0.10
H -1.8858 -0.4349 6.1019 0.10
H -1.7665 0.3321 3.7635 0.11
H -2.5404 -4.2666 -0.6450 0.09
H -2.3479 -4.3869 -3.1078 0.10
H -0.9432 -2.7261 -4.2933 0.11
H 0.0905 -0.8992 -3.0552 0.07
Cl 2.5469 -0.6798 -1.9923 0.70
C 3.7263 0.0332 -3.1398 -0.93
Cl 4.0204 1.7303 -2.7589 0.53
H 3.3242 -0.0259 -4.1515 0.03
H 4.6710 -0.5041 -3.0540 0.03
```

Computed properties:
HOMO level: -0.30604 Eh
Gap between HOMO and LUMO: 8.7 eV



11 unconnected molecules or ions with the total composition H22O11 at a distorted geometry, computed with wB97M-V/def2-TZVPD.

Geometry as XYZ:
```
33
Properties=species:S:1:pos:R:3:lowdin_charge:R:1
O 1.7802 0.6238 2.6545 -0.06
H 2.0445 1.5337 2.7627 0.02
H 1.5179 0.5410 1.7352 -0.03
O -0.7733 -1.7936 2.2645 -0.04
H -1.1348 -1.4847 3.0959 0.04
H -1.0275 -1.1603 1.6060 -0.05
O -1.3896 -1.7361 -0.8841 0.00
H -1.5252 -2.6061 -1.1949 0.05
H -1.8516 -1.2088 -1.5265 0.05
O -2.6652 -0.0877 1.3413 -0.01
H -2.8843 0.4222 0.5649 0.03
H -2.2112 0.6269 1.7345 0.02
O 0.4567 4.4518 -0.4072 -0.02
H 0.0984 4.8433 -1.1791 0.01
H 0.0864 3.5970 -0.3409 -0.05
O 0.2711 -4.0998 0.1558 -0.05
H 0.6138 -3.1995 0.1391 -0.01
H -0.5529 -3.9924 0.6143 0.01
O -1.1746 2.3540 0.1555 -0.01
H -1.4152 2.4303 -0.7468 0.06
H -1.9634 2.6903 0.5927 0.09
O 0.3277 0.0736 0.3042 -0.05
H -0.3465 0.7421 0.2919 0.00
H -0.1100 -0.7095 0.0280 -0.02
O 0.7594 -0.5267 -2.8234 0.01
H 1.0115 -1.0377 -3.5289 0.02
H -0.1718 -0.7018 -2.8111 0.03
O 2.2234 1.9142 0.0444 -0.02
H 1.3633 1.5585 0.2046 -0.04
H 2.4724 1.5610 -0.7853 0.02
O 1.9772 -2.1630 -1.0793 -0.05
H 2.8238 -1.8651 -1.4294 0.05
H 1.3693 -1.5909 -1.5527 -0.03
```

Computed properties:
HOMO level: -0.37125 Eh
Gap between HOMO and LUMO: 9.1 eV
SMILES: O.O.O.O.O.O.O.O.O.O.O



A molecular structure, C4H9INO at a distorted geometry, computed with wB97M-V/def2-TZVPD.

Geometry as XYZ:
```
16
Properties=species:S:1:pos:R:3:lowdin_charge:R:1
C -3.2346 -0.7836 -0.5049 -0.23
C -1.3333 -1.3962 1.0662 -0.05
C 2.8228 1.1680 0.1542 -0.21
C -1.9011 -0.6954 -0.1744 -0.42
N 1.9295 0.8919 -0.9593 -0.12
O -4.3335 -0.9728 -0.8307 0.31
I -2.2012 1.7250 0.1338 0.90
H -1.6865 -0.9747 1.9302 0.06
H -0.2374 -1.3117 1.0404 0.11
H -1.5801 -2.4223 1.1137 0.09
H 3.6245 1.8566 -0.1223 0.07
H 2.2662 1.5308 1.0121 0.06
H 3.3949 0.3406 0.4780 0.05
H -1.3932 -0.6531 -1.2793 0.20
H 1.8218 1.7323 -1.6830 0.12
H 2.0412 -0.0354 -1.3747 0.05
```

Computed properties:
HOMO level: -0.43913 Eh
Gap between HOMO and LUMO: 5.1 eV
Net charge: +1



3 unconnected molecules or ions with the total composition C5H15N6O4 at a distorted geometry, computed with wB97M-V/def2-TZVPD.

Geometry as XYZ:
```
30
Properties=species:S:1:pos:R:3:lowdin_charge:R:1
C -0.4046 1.8345 1.5707 -0.09
C 0.6791 2.8958 0.9661 -0.05
C -0.6996 0.7631 0.4928 -0.08
C -0.2081 -1.1112 1.3382 -0.08
C 0.2356 -1.5685 -0.0477 -0.37
N 0.7442 -1.0201 2.3268 0.13
N -0.6386 -2.1053 -0.8826 0.19
N 1.4209 -1.2209 -0.4068 0.22
N 1.6858 2.2761 0.1388 -0.44
N -2.1167 0.5072 0.3084 -0.41
N -0.4330 -2.1940 -3.5641 0.04
O 1.9360 1.1706 0.4792 0.03
O 2.1601 2.9421 -0.7407 0.15
O -2.3749 -0.1510 -0.6948 0.04
O -2.8916 0.8614 1.1668 0.10
H 0.0179 1.2459 2.4636 0.11
H -1.2869 2.3986 1.9116 0.12
H 0.1025 3.7271 0.3436 0.18
H 1.2208 3.3616 1.7867 0.14
H -0.0688 0.9777 -0.4076 0.14
H -1.2109 -1.3413 1.6657 0.14
H 1.6611 -0.7623 2.1896 0.07
H 0.2896 -0.6525 3.1304 0.10
H -1.6175 -2.2703 -0.5798 0.14
H -0.5243 -1.9564 -1.9214 0.05
H 1.6100 -1.1089 -1.3736 0.14
H 2.0182 -0.6981 0.2456 0.11
H 0.1319 -3.0478 -3.7408 0.09
H -1.3514 -2.2400 -3.9378 0.05
H -0.0870 -1.5134 -4.2267 0.05
```

Computed properties:
HOMO level: -0.47930 Eh
Gap between HOMO and LUMO: 9.2 eV
Net charge: +1



A molecular structure, C20H25Br2EuF2N3OS4 at a distorted geometry, computed with wB97M-V/def2-TZVPD.

Geometry as XYZ:
```
58
Properties=species:S:1:pos:R:3:lowdin_charge:R:1
Eu -0.8902 -1.2235 0.4000 1.46
C 0.9485 0.9385 3.2487 -0.45
C 0.2229 -0.2811 3.8703 -0.47
S -1.4463 -0.7121 3.1367 0.86
C -2.2082 0.8757 3.1965 -0.57
C -3.1524 1.2607 2.1440 -0.45
S -2.4735 1.2177 0.4173 0.86
C -1.2696 2.5184 0.2256 -0.49
C 0.0714 2.6304 1.0864 -0.46
S 0.8418 1.0413 1.4059 0.83
H 0.6434 1.9247 3.7045 0.10
H 2.0321 0.8748 3.5890 0.10
H 0.7045 -1.1967 3.8334 -0.01
H 0.1598 -0.1907 4.9457 0.09
H -2.8027 1.0503 4.1291 0.12
H -1.4599 1.5981 3.1996 0.03
H -3.9866 0.5606 2.1189 0.09
H -3.3766 2.3061 2.1843 0.08
H -0.9426 2.3035 -0.8049 0.06
H -1.7947 3.4620 0.3151 0.08
H 0.7403 3.3442 0.5784 0.09
H -0.2818 3.0918 1.9926 0.06
Br 1.9172 1.7985 -3.0614 0.81
C 0.2613 0.8891 -3.4246 -0.56
C -0.3916 1.2001 -4.6158 -0.18
C -1.6778 0.7826 -4.8909 -0.61
Br -2.4023 1.2756 -6.5783 0.79
C -2.2960 -0.0503 -3.9180 -0.19
C -3.5584 -0.6439 -4.0776 -0.01
C -4.1419 -1.4718 -3.1403 0.00
C -3.3618 -1.7001 -1.9555 -0.11
N -2.1644 -1.2005 -1.7962 0.00
C -1.6041 -0.4075 -2.7733 -0.16
C -0.2924 0.0760 -2.4715 -0.42
O 0.2294 -0.3293 -1.3404 -0.34
H 0.1829 1.8283 -5.3243 0.11
H -4.1415 -0.2699 -4.9078 0.09
H -5.1328 -1.9676 -3.2489 0.13
H -3.6231 -2.3539 -1.1257 0.09
F -2.8802 -2.0432 0.7948 -0.41
C -1.8785 -3.3728 0.6714 -0.28
F -1.9616 -4.0120 1.7957 0.00
H -2.5399 -3.9211 -0.0357 0.08
S 1.5230 -2.3205 1.5073 0.66
C 2.8491 -1.5352 0.8860 -0.88
N 4.0193 -1.6681 1.5332 0.00
C 5.2543 -1.2619 0.9437 -0.19
C 5.0485 0.1139 0.3634 -0.15
C 3.8761 0.1054 -0.6372 -0.18
N 2.8292 -0.8978 -0.2711 0.03
H 3.9026 -2.1683 2.4199 0.14
H 5.4799 -2.0016 0.1669 0.13
H 6.1167 -1.2664 1.6692 0.15
H 5.9240 0.5158 -0.2050 0.14
H 4.7876 0.7597 1.2140 0.12
H 4.2070 -0.2533 -1.6252 0.12
H 3.4608 1.1002 -0.7730 0.06
H 1.8997 -0.7231 -0.6849 0.06
```

Computed properties:
HOMO level (alpha / beta): -0.38427 / -0.38441 Eh
Gap between HOMO and LUMO (alpha / beta): 7.5 / 7.9 eV
Net charge: +1
Spin multiplicity: 7



Computed energy, in the same sequence as the records: -1258.01069; -3634.42504; -840.76649; -585.13125; -828.54055; -8667.30339 a.u..
Computed relative energy (zero: lowest compared OMol25 entry of this formula, charge and spin), in the same sequence as the records: 445.15; 65.92; 298.37; 261.63; 0.00; 47.31 kJ/mol.